# C33H54F6GeN2O4P2S2SeSn

C33H54F6GeN2O4P2S2SeSn as an isolated structure (wB97M-V/def2-TZVPD, OMol25).

Calculated values
Calculated total energy   -8470.763462 Ha
Total charge   +2
HOMO-LUMO gap   0.295 Eh
Largest force on an atom   0.137 eV/Å

Last column: Mulliken charge in e.
CARTESIAN COORDINATES (ANGSTROEM)
Sn 0.960 -0.720 -0.872  0.892
C -3.274 3.027 -0.368  -1.723
C -3.173 1.859 -1.365  2.870
C -4.144 2.025 -2.534  -1.996
P -3.347 0.341 -0.414  0.493
C -5.039 0.252 0.248  0.690
C -5.876 -0.388 -0.879  -1.675
C -5.223 -0.523 1.549  -1.591
C -2.850 -1.305 -0.882  0.653
C -3.098 -2.447 -1.613  -0.568
C -2.457 -3.625 -1.213  0.559
C -2.647 -4.904 -1.981  -1.602
C -1.660 -3.612 -0.065  -1.230
C -1.423 -2.466 0.698  -0.639
C -2.003 -1.310 0.229  -1.377
N -1.982 0.078 0.612  1.513
C -1.522 0.603 1.866  -1.174
C -2.189 0.279 3.038  -0.318
C -1.831 0.853 4.248  -1.652
C -0.810 1.792 4.309  0.328
C -0.466 2.503 5.586  -1.557
C -0.096 2.049 3.141  -0.763
C -0.388 1.435 1.923  0.305
P 0.797 1.649 0.539  1.510
C 0.202 3.149 -0.368  2.339
C 1.105 3.609 -1.514  -1.717
C -0.088 4.316 0.577  -1.660
C 2.439 2.089 1.280  0.477
C 2.877 1.201 2.445  -1.080
C 3.529 2.008 0.200  -1.759
H -2.911 3.932 -0.856  0.454
H -2.678 2.874 0.535  0.340
H -4.307 3.210 -0.073  0.514
H -2.162 1.793 -1.760  -1.763
H -5.167 2.177 -2.191  0.455
H -4.117 1.181 -3.222  0.389
H -3.842 2.909 -3.096  0.522
H -5.357 1.288 0.386  0.617
H -5.715 -1.466 -0.897  0.444
H -5.667 0.011 -1.871  0.408
H -6.930 -0.207 -0.670  0.467
H -4.683 -1.473 1.535  0.221
H -6.282 -0.753 1.666  0.541
H -4.918 0.059 2.415  0.390
H -3.757 -2.447 -2.472  0.565
H -3.277 -4.752 -2.855  0.414
H -3.114 -5.666 -1.356  0.350
H -1.690 -5.300 -2.320  0.371
H -1.206 -4.542 0.256  0.515
H -0.829 -2.506 1.602  0.995
H -2.999 -0.434 3.001  0.838
H -2.370 0.584 5.147  0.447
H -0.896 1.998 6.448  0.430
H -0.852 3.523 5.569  0.306
H 0.614 2.565 5.726  0.385
H 0.725 2.752 3.194  0.842
H -0.739 2.802 -0.800  -1.449
H 1.978 4.140 -1.135  0.525
H 0.544 4.305 -2.138  0.402
H 1.444 2.794 -2.149  0.292
H 0.826 4.687 1.043  0.308
H -0.798 4.067 1.364  0.433
H -0.504 5.143 -0.002  0.480
H 2.351 3.125 1.620  0.914
H 2.905 0.158 2.126  -0.223
H 2.248 1.274 3.327  0.190
H 3.890 1.490 2.732  0.646
H 3.753 0.963 -0.027  0.165
H 4.442 2.459 0.590  0.679
H 3.278 2.504 -0.731  0.191
F 3.678 2.389 -3.885  -0.183
C 3.719 1.138 -4.320  0.617
F 3.707 1.103 -5.633  -0.172
F 4.793 0.529 -3.845  -0.174
S 2.251 0.226 -3.663  0.838
O 2.310 -1.143 -4.050  -0.658
O 2.358 0.454 -2.192  -0.574
N 1.085 1.087 -4.275  -0.468
S -0.383 0.973 -3.761  1.183
O -1.119 2.181 -3.917  -0.651
O -0.471 0.345 -2.428  -0.888
C -1.201 -0.281 -4.841  0.595
F -2.459 -0.424 -4.413  -0.151
F -1.197 0.126 -6.089  -0.207
F -0.574 -1.441 -4.728  -0.179
C 4.057 -2.413 -1.066  -0.696
Ge 4.849 -3.290 0.501  0.489
C 4.520 -5.204 0.436  -1.143
C 6.728 -2.828 0.680  -1.169
C 3.898 -2.552 2.086  -1.082
Se 1.991 -2.417 1.752  0.144
C 1.391 -1.851 3.517  -0.820
H 4.638 -2.616 -1.966  0.478
H 4.031 -1.328 -0.934  -0.057
H 3.047 -2.793 -1.248  0.181
H 4.967 -5.637 -0.458  0.393
H 3.450 -5.413 0.420  0.338
H 4.955 -5.699 1.305  0.368
H 7.293 -3.221 -0.165  0.380
H 7.145 -3.253 1.593  0.373
H 6.864 -1.747 0.710  0.372
H 4.284 -1.568 2.355  0.510
H 4.024 -3.223 2.935  0.551
H 1.478 -2.689 4.203  0.504
H 0.348 -1.541 3.445  0.072
H 1.992 -1.015 3.863  0.325